ORCA calculation (wB97M-V/def2-TZVPD) on a 16-piece molecular cluster, C37H61N17O2Si overall.

```
! wB97M-V def2-TZVPD RIJCOSX def2/J DEFGRID3
* xyz 0 1
C -4.256 -0.983 3.360
C -4.225 -0.146 2.053
C -4.633 -0.856 0.759
N -3.901 1.096 2.150
Si -2.290 1.482 1.608
C -1.890 3.223 2.288
O -2.173 1.597 -0.102
C -0.941 0.321 2.257
C -0.791 -1.022 1.466
C 0.141 -1.954 2.292
N -0.315 -2.388 3.594
O 1.201 -2.331 1.882
H -4.101 -0.297 4.202
H -3.556 -1.833 3.338
H -5.279 -1.408 3.442
H -4.168 -0.440 -0.145
H -4.496 -1.941 0.884
H -5.720 -0.697 0.649
H -0.797 3.351 2.336
H -2.389 4.017 1.709
H -2.346 3.264 3.296
H -1.476 2.227 -0.312
H 0.020 0.862 2.124
H -1.015 0.131 3.342
H -1.741 -1.560 1.306
H -0.301 -0.840 0.499
H -1.330 -2.319 3.560
H 0.012 -1.734 4.298
C 4.446 -0.893 1.082
C 4.645 0.138 0.049
N 4.805 0.930 -0.764
H 4.517 -0.445 2.072
H 3.461 -1.347 0.967
H 5.204 -1.669 0.984
C 5.025 -5.207 1.514
C 6.107 -4.288 1.115
N 6.959 -3.583 0.805
H 4.177 -5.095 0.841
H 5.380 -6.236 1.476
H 4.704 -4.980 2.530
C 7.820 -5.976 4.235
C 7.043 -7.094 3.670
N 6.440 -7.963 3.229
H 8.839 -6.301 4.431
H 7.842 -5.148 3.529
H 7.365 -5.642 5.168
C -8.029 1.710 3.618
C -7.575 0.314 3.490
N -7.223 -0.772 3.389
H -8.967 1.743 4.168
H -7.278 2.292 4.150
H -8.178 2.139 2.628
C -0.753 1.558 -3.870
C -1.012 2.813 -3.146
N -1.209 3.796 -2.589
H 0.256 1.575 -4.279
H -0.853 0.712 -3.192
H -1.467 1.449 -4.685
C 9.769 -8.316 0.297
C 9.547 -7.075 1.060
N 9.374 -6.110 1.652
H 10.768 -8.307 -0.136
H 9.672 -9.175 0.957
H 9.033 -8.392 -0.502
C 8.050 -0.074 -1.629
C 9.122 -0.293 -2.619
N 9.958 -0.461 -3.386
H 7.979 -0.935 -0.966
H 8.268 0.812 -1.037
H 7.098 0.064 -2.139
C 0.871 5.526 -5.178
C 1.401 4.157 -5.321
N 1.805 3.089 -5.418
H -0.046 5.507 -4.593
H 1.603 6.154 -4.673
H 0.660 5.943 -6.159
C 0.025 9.056 -7.670
C -0.550 8.488 -6.436
N -0.996 8.047 -5.477
H -0.668 9.776 -8.100
H 0.964 9.557 -7.440
H 0.210 8.261 -8.390
C -9.328 -1.821 -0.560
C -7.921 -1.689 -0.986
N -6.829 -1.588 -1.321
H -9.395 -1.745 0.523
H -9.925 -1.029 -1.009
H -9.723 -2.785 -0.876
C -3.786 6.877 -3.321
C -4.563 7.494 -2.229
N -5.166 7.975 -1.383
H -3.911 7.453 -4.236
H -2.730 6.855 -3.057
H -4.132 5.859 -3.489
C 11.052 3.021 -3.979
C 10.814 4.278 -3.243
N 10.630 5.253 -2.672
H 12.063 3.014 -4.381
H 10.928 2.171 -3.310
H 10.341 2.934 -4.799
C 7.212 3.027 1.981
C 7.700 1.638 1.883
N 8.078 0.560 1.799
H 6.286 3.051 2.552
H 7.957 3.644 2.480
H 7.028 3.422 0.984
C -8.766 -3.437 2.956
C -9.547 -4.537 2.357
N -10.151 -5.390 1.888
H -7.772 -3.790 3.221
H -8.674 -2.620 2.247
H -9.265 -3.074 3.853
C -13.774 -5.015 1.119
C -13.258 -3.970 0.215
N -12.858 -3.158 -0.487
H -14.619 -5.519 0.655
H -12.989 -5.742 1.323
H -14.096 -4.566 2.057
*
```

=====

ORCA calculation (wB97M-V/def2-TZVPD) on a 6-piece molecular cluster, C37H61N4O21PS overall.

```
! wB97M-V def2-TZVPD RIJCOSX def2/J DEFGRID3
* xyz 0 1
C 5.715 -5.173 -0.669
C 5.396 -3.533 -0.759
O 4.764 -3.155 -1.904
N 5.777 -2.616 0.371
C 6.683 -3.242 1.395
C 8.299 -3.351 0.987
O 6.361 -3.680 2.613
C 4.631 -1.839 0.953
C 4.851 -0.185 1.077
C 6.276 0.446 0.569
C 6.187 1.339 -0.807
C 7.421 2.461 -0.700
C 7.770 3.183 -2.130
O 6.824 3.742 -2.893
O 9.210 3.217 -2.541
C 3.738 0.850 1.702
P 4.098 2.724 1.827
S 5.280 2.950 3.398
C 2.303 0.266 2.239
C 2.108 -1.357 2.120
C 3.208 -2.414 1.521
C 2.872 -4.017 1.456
N 3.529 -4.852 2.537
C 0.595 -1.544 2.723
O -0.084 -2.639 3.104
N -0.039 -0.144 2.814
N -0.982 0.170 1.848
C 0.987 0.998 2.887
O 0.863 2.239 3.373
H 5.526 -5.601 0.421
H 6.814 -5.374 -1.018
H 4.990 -5.802 -1.378
H 8.802 -4.341 1.360
H 8.426 -3.151 -0.171
H 8.804 -2.411 1.520
H 6.675 1.129 1.463
H 7.131 -0.353 0.391
H 6.386 0.585 -1.705
H 5.134 1.842 -0.900
H 8.356 1.870 -0.288
H 7.067 3.252 0.114
H 9.423 4.188 -2.722
H 4.824 3.282 0.714
H 2.890 3.473 2.157
H 1.697 -4.111 1.644
H 3.032 -4.488 0.370
H 3.414 -4.446 3.491
H 3.271 -5.861 2.488
H -1.855 0.451 2.384
H -0.668 1.091 1.416
C 2.484 1.797 -5.516
C 1.039 1.328 -5.498
O 0.939 -0.039 -5.080
C 1.131 -0.269 -3.757
O 1.373 0.577 -2.908
O 1.037 -1.603 -3.541
C 1.332 -1.989 -2.198
H 3.094 1.134 -6.138
H 2.554 2.816 -5.905
H 2.923 1.783 -4.514
H 0.633 1.377 -6.513
H 0.410 1.968 -4.867
H 0.704 -1.447 -1.484
H 2.391 -1.820 -1.988
H 1.124 -3.058 -2.098
C -3.509 -1.650 -4.799
C -4.242 -2.939 -4.467
O -3.568 -3.672 -3.438
C -3.682 -3.171 -2.182
O -4.305 -2.168 -1.863
O -2.964 -3.957 -1.344
C -2.913 -3.470 -0.004
H -2.467 -1.859 -5.062
H -3.991 -1.135 -5.635
H -3.489 -0.968 -3.944
H -4.257 -3.582 -5.353
H -5.286 -2.753 -4.186
H -3.918 -3.312 0.399
H -2.331 -2.546 0.033
H -2.410 -4.222 0.611
C -1.865 6.770 -1.461
C -0.484 6.869 -0.833
O -0.152 5.675 -0.115
C 0.163 4.595 -0.873
O 0.192 4.560 -2.095
O 0.415 3.554 -0.044
C 0.653 2.323 -0.726
H -2.615 6.530 -0.701
H -2.137 7.713 -1.945
H -1.909 5.977 -2.212
H -0.478 7.686 -0.106
H 0.287 7.094 -1.580
H 1.461 2.425 -1.457
H -0.266 1.983 -1.210
H 0.951 1.576 0.015
C -8.886 -4.049 4.241
C -7.515 -4.705 4.260
O -7.310 -5.520 3.100
C -7.082 -4.853 1.941
O -7.032 -3.639 1.809
O -6.945 -5.764 0.947
C -6.811 -5.183 -0.349
H -9.670 -4.805 4.130
H -9.058 -3.489 5.164
H -8.989 -3.359 3.399
H -7.447 -5.369 5.128
H -6.711 -3.965 4.356
H -5.982 -4.468 -0.378
H -7.748 -4.701 -0.639
H -6.598 -5.986 -1.060
C -7.961 5.542 2.976
C -6.935 5.498 4.096
O -5.848 4.622 3.773
C -4.966 5.087 2.854
O -5.019 6.172 2.292
O -4.030 4.131 2.642
C -3.102 4.456 1.608
H -8.308 4.532 2.734
H -8.820 6.155 3.263
H -7.536 5.958 2.059
H -7.406 5.096 4.998
H -6.561 6.498 4.346
H -2.618 5.419 1.798
H -3.611 4.462 0.641
H -2.330 3.681 1.588
*
```

=====

ORCA calculation (wB97M-V/def2-TZVPD) on a 13-piece molecular cluster, C37H61NO30S3 overall.

- ΔE to the lowest compared entry with this formula, charge and spin: 160.2 kcal per mole

```
! wB97M-V def2-TZVPD RIJCOSX def2/J DEFGRID3
* xyz 0 1
C 1.342 -0.362 1.206
C 0.104 0.352 0.482
O -0.121 -0.576 -0.547
C 0.262 -1.832 -0.191
O 0.089 -2.865 -0.808
O 1.003 -1.720 1.011
H 1.544 0.001 2.214
H 2.195 0.024 0.648
H 0.573 1.236 0.050
H -0.835 0.415 1.032
C 5.318 7.119 1.229
C 6.464 7.510 1.990
O 7.195 6.406 2.048
C 6.501 5.319 1.592
O 6.839 4.106 1.497
O 5.408 5.732 1.025
H 5.358 7.720 0.320
H 4.453 7.329 1.858
H 6.124 7.941 2.932
H 7.020 8.221 1.378
C 3.320 5.664 7.943
C 3.533 5.130 9.263
O 4.368 4.021 8.998
C 4.391 3.752 7.659
O 4.888 2.773 7.155
O 3.820 4.677 7.037
H 3.969 6.506 7.705
H 2.313 6.022 7.730
H 2.574 4.811 9.673
H 3.953 6.027 9.718
C -7.784 1.257 -0.856
C -7.262 1.314 0.616
O -7.631 0.112 1.121
C -8.559 -0.540 0.334
O -9.153 -1.585 0.565
O -8.602 0.087 -0.795
H -6.971 1.142 -1.573
H -8.404 2.104 -1.150
H -7.674 2.211 1.079
H -6.203 1.509 0.785
C -4.689 -1.527 -6.005
C -4.156 -1.105 -7.351
O -3.357 -2.145 -7.795
C -3.816 -3.307 -7.257
O -3.559 -4.371 -7.770
O -4.641 -2.954 -6.279
H -5.722 -1.265 -5.776
H -4.041 -1.108 -5.235
H -3.605 -0.168 -7.267
H -4.916 -0.855 -8.091
C -3.130 -9.194 -0.989
C -3.036 -10.620 -0.557
O -4.178 -10.757 0.229
C -4.817 -9.688 0.378
O -5.913 -9.701 0.965
O -4.016 -8.667 -0.020
H -3.558 -9.111 -1.988
H -2.233 -8.592 -0.839
H -2.098 -10.698 -0.007
H -3.202 -11.350 -1.350
C 5.146 -6.009 3.834
C 5.353 -5.781 2.347
O 4.540 -6.706 1.760
C 3.711 -7.274 2.598
O 2.805 -8.087 2.399
O 4.101 -6.968 3.884
H 4.873 -5.030 4.228
H 6.150 -6.244 4.187
H 6.420 -5.746 2.128
H 4.948 -4.775 2.243
C 5.875 -1.069 -4.556
C 4.369 -0.993 -4.483
O 3.979 -0.274 -5.579
C 5.007 -0.356 -6.488
O 5.002 0.072 -7.638
O 6.094 -0.969 -5.900
H 6.173 -2.045 -4.173
H 6.299 -0.268 -3.951
H 3.850 -0.633 -3.595
H 3.948 -1.994 -4.583
C -1.135 -3.884 6.598
C -1.515 -2.483 6.170
O -1.747 -2.068 7.519
C -1.049 -2.658 8.456
O -0.923 -2.280 9.617
O -0.444 -3.714 7.876
H -0.605 -4.533 5.901
H -2.027 -4.486 6.770
H -2.351 -2.363 5.482
H -0.776 -1.834 5.701
C 1.764 -7.867 -6.080
C 2.495 -8.533 -7.366
C 1.602 -9.517 -8.030
C 2.282 -10.315 -9.026
N 2.805 -11.030 -9.787
H 0.741 -8.159 -5.844
H 1.712 -6.784 -5.967
H 2.370 -8.202 -5.238
H 3.408 -9.085 -7.143
H 2.885 -7.760 -8.028
H 0.653 -9.156 -8.428
H 1.298 -10.191 -7.228
C -5.279 7.039 6.390
S -4.643 5.310 6.399
O -3.380 5.118 5.607
C -4.065 5.340 8.179
H -5.917 7.260 7.245
H -5.976 7.180 5.564
H -4.312 7.529 6.501
H -3.768 4.345 8.508
H -4.770 5.785 8.881
H -3.216 6.021 8.236
C 1.122 5.416 -5.550
S 2.304 6.667 -5.974
O 1.817 7.801 -5.046
C 3.830 5.955 -5.260
H 1.504 4.417 -5.760
H 0.362 5.567 -6.317
H 0.807 5.436 -4.506
H 4.031 5.057 -5.844
H 3.593 5.721 -4.222
H 4.703 6.591 -5.109
C -2.319 8.486 -0.482
S -3.565 7.940 -1.721
O -4.274 6.759 -1.047
C -4.782 9.219 -1.397
H -1.555 7.719 -0.358
H -2.720 8.681 0.513
H -1.725 9.307 -0.882
H -5.488 8.866 -0.646
H -5.278 9.556 -2.308
H -4.160 10.079 -1.147
*
```

=====

ORCA calculation (wB97M-V/def2-TZVPD) on a 3-piece molecular cluster, C37H62BrClN4O9 overall.

```
! wB97M-V def2-TZVPD RIJCOSX def2/J DEFGRID3
* xyz 0 1
C -4.173 4.890 -1.729
C -2.604 5.147 -1.592
C -1.844 5.079 -2.998
C -0.520 4.192 -2.834
N -0.506 2.973 -3.676
C -0.762 1.782 -2.877
Cl -2.598 1.812 -2.497
O -0.563 0.584 -3.595
C 0.668 -0.047 -3.318
O 0.969 -0.827 -4.471
Br 2.216 1.230 -3.164
C 0.635 -0.956 -1.966
C -0.842 -1.469 -1.841
C -1.306 -2.350 -3.076
O -1.484 -3.539 -2.950
C 1.669 -2.132 -2.266
C 2.097 -2.911 -0.988
O 3.232 -2.766 -0.572
N 1.207 -3.772 -0.225
C 1.765 -4.067 1.110
C 1.160 -5.066 -1.016
O 1.078 -0.081 -0.936
C 0.606 -0.405 0.381
C -0.611 0.492 0.849
C -1.956 -0.275 1.134
C -1.814 -1.588 1.998
C -3.307 -2.115 2.276
N -3.698 -1.777 3.682
C -3.194 -2.826 4.531
C -2.222 -2.367 5.695
O -3.509 -3.988 4.406
C 1.824 -0.040 1.356
C 2.486 1.349 1.020
C 3.667 1.254 -0.005
O 4.158 0.220 -0.387
N 4.161 2.516 -0.559
C 4.526 3.331 0.624
C 3.722 4.474 1.005
C 4.120 5.206 2.213
C 5.280 4.737 2.963
C 6.101 3.599 2.572
C 5.709 2.870 1.370
H -4.426 3.942 -1.170
H -4.505 4.727 -2.783
H -4.790 5.691 -1.243
H -2.481 6.143 -1.098
H -2.228 4.357 -0.890
H -2.529 4.478 -3.661
H -1.642 6.099 -3.398
H -0.312 3.977 -1.751
H 0.328 4.859 -3.170
H -1.165 3.030 -4.451
H -0.268 1.831 -1.882
H 1.930 -0.721 -4.626
H -1.614 -0.669 -1.716
H -0.965 -2.158 -0.955
H -1.421 -1.835 -4.076
H 2.591 -1.630 -2.665
H 1.279 -2.873 -3.005
H 2.091 -3.149 1.667
H 2.660 -4.748 1.079
H 1.010 -4.579 1.772
H 1.292 -5.959 -0.358
H 2.018 -5.047 -1.746
H 0.182 -5.093 -1.555
H 0.449 -1.507 0.558
H -0.836 1.317 0.125
H -0.328 1.002 1.815
H -2.561 -0.532 0.230
H -2.602 0.433 1.740
H -1.367 -2.369 1.315
H -1.218 -1.472 2.935
H -4.004 -1.528 1.609
H -3.440 -3.188 2.009
H -3.183 -0.914 3.892
H -2.833 -2.092 6.619
H -1.752 -1.414 5.335
H -1.474 -3.151 5.954
H 2.605 -0.850 1.276
H 1.446 -0.014 2.409
H 1.704 2.033 0.584
H 2.814 1.797 2.000
H 4.993 2.328 -1.124
H 2.838 4.750 0.384
H 3.502 6.077 2.521
H 5.560 5.279 3.899
H 6.984 3.223 3.133
H 6.268 1.975 0.998
C -6.671 -1.880 8.570
C -6.959 -0.490 8.039
C -5.564 0.095 7.914
O -4.679 -0.998 7.631
C -5.384 -2.232 7.847
H -7.472 -2.597 8.384
H -6.495 -1.837 9.648
H -7.425 -0.559 7.052
H -7.612 0.100 8.683
H -5.240 0.555 8.853
H -5.491 0.839 7.119
H -5.587 -2.678 6.868
H -4.756 -2.918 8.418
C 4.663 -2.327 -8.319
C 3.787 -1.248 -8.927
C 2.988 -0.778 -7.725
O 3.826 -0.959 -6.575
C 4.961 -1.753 -6.946
H 5.563 -2.540 -8.896
H 4.093 -3.256 -8.220
H 4.411 -0.432 -9.304
H 3.157 -1.601 -9.745
H 2.087 -1.385 -7.583
H 2.692 0.270 -7.801
H 5.837 -1.095 -6.973
H 5.130 -2.526 -6.194
*
```

=====

| no. | E_tot (eV) | gap between HOMO and LUMO (eV) |
| --- | --- | --- |
| 1 | -76660.0202 | 8.7 |
| 2 | -108424.0194 | 6.6 |
| 3 | -134767.7090 | 8.9 |
| 4 | -146322.8376 | 9.5 |